105
Properties=species:S:1:pos:R:3:forces:R:3:lowdin_charge:R:1 method="wB97M-V/def2-TZVPD" mol_weight_g_mol=1030.32 e_above_lowest_ev=0.0000 charge=0 energy_ha=-3688.86911 homo_lumo_gap_ev=6.95
Pb 0.802 -2.079 0.196 0.1 0.0 -0.4 1.040
C -1.467 1.290 7.893 0.3 -0.3 0.2 -0.052
C -1.164 1.190 6.407 0.0 0.2 0.1 -0.259
C -1.564 2.233 5.563 -0.1 0.5 -0.2 -0.038
C -1.304 2.220 4.200 0.1 -0.6 0.0 -0.039
C -0.663 1.092 3.662 -0.3 0.8 0.2 -0.394
C -0.230 0.062 4.470 0.0 -0.1 0.3 -0.079
C -0.478 0.119 5.842 -0.2 -0.1 0.3 -0.031
S -0.321 0.992 1.923 0.5 0.7 -0.6 0.933
O 0.084 2.358 1.439 -0.4 -0.8 0.3 -0.478
C -1.998 0.620 1.370 -0.4 -0.1 -0.1 -0.305
C -2.591 -0.529 1.946 0.4 -0.5 0.5 -0.071
C -3.821 -0.971 1.578 0.0 0.1 0.2 -0.017
C -4.561 -0.264 0.612 0.0 0.4 -0.4 -0.159
C -5.841 -0.679 0.187 -0.6 -0.9 0.4 -0.041
C -6.528 -0.060 -0.811 0.9 1.1 -0.5 -0.066
C -5.935 1.072 -1.460 0.1 -0.8 0.7 -0.045
C -4.704 1.504 -1.038 -0.3 0.0 -0.3 -0.008
C -3.983 0.867 -0.002 0.5 -0.1 -0.1 -0.093
C -2.648 1.293 0.369 -0.5 -0.2 0.2 -0.152
C -2.070 2.467 -0.324 -0.3 0.8 -0.2 -0.170
C -2.520 3.778 0.063 -0.5 -0.2 0.4 -0.093
C -3.482 3.986 1.112 0.7 -0.1 -0.3 -0.010
C -3.794 5.240 1.543 -0.2 0.2 -0.2 -0.072
C -3.249 6.374 0.887 0.2 0.0 -0.1 -0.077
C -2.368 6.217 -0.143 -0.4 -0.5 0.0 -0.027
C -2.006 4.913 -0.588 0.5 0.2 0.0 -0.146
C -1.104 4.723 -1.666 -0.4 -0.3 0.2 -0.007
C -0.745 3.479 -2.068 0.0 -0.3 -0.3 -0.040
C -1.207 2.338 -1.387 -0.2 0.3 0.6 -0.286
S -0.697 0.670 -1.750 -1.0 -0.7 -0.7 0.945
O -1.708 0.086 -2.700 0.3 0.2 0.5 -0.479
C 0.745 0.962 -2.725 0.6 0.5 0.4 -0.411
C 1.885 1.446 -2.094 0.4 0.1 -0.3 -0.073
C 3.025 1.675 -2.850 0.5 0.1 -0.4 -0.030
C 3.063 1.412 -4.235 -0.7 0.0 0.4 -0.279
C 4.245 1.754 -5.093 0.5 0.1 0.1 -0.062
C 1.911 0.890 -4.820 0.2 0.1 0.0 -0.049
C 0.762 0.679 -4.065 -0.4 -0.6 -0.6 -0.060
H -2.465 1.683 8.074 -0.1 0.1 -0.1 0.073
H -0.769 1.947 8.439 -0.1 -0.1 -0.4 0.087
H -1.413 0.321 8.404 0.0 0.1 -0.3 0.076
H -2.087 3.096 5.981 0.1 -0.3 0.0 0.118
H -1.600 3.046 3.549 0.1 -0.2 0.2 0.116
H 0.291 -0.791 4.043 0.0 0.1 0.0 0.111
H -0.171 -0.703 6.485 0.1 0.1 -0.1 0.114
H -2.039 -1.087 2.704 -0.1 0.2 -0.2 0.100
H -4.268 -1.851 2.025 0.1 0.0 0.1 0.114
H -6.286 -1.555 0.681 0.2 0.3 -0.2 0.118
H -7.475 -0.411 -1.162 -0.4 -0.2 0.0 0.095
H -6.438 1.539 -2.296 0.0 0.1 0.1 0.103
H -4.233 2.327 -1.539 0.1 0.3 -0.2 0.116
H -3.957 3.135 1.569 0.0 -0.2 0.2 0.114
H -4.502 5.373 2.356 0.1 0.0 -0.1 0.104
H -3.538 7.379 1.167 0.0 -0.1 0.2 0.101
H -1.981 7.079 -0.663 0.1 0.1 -0.1 0.110
H -0.741 5.567 -2.203 0.2 0.6 -0.3 0.108
H -0.149 3.339 -2.953 0.3 0.1 -0.1 0.113
H 1.875 1.676 -1.039 0.0 0.0 0.2 0.116
H 3.935 2.080 -2.396 -0.4 -0.1 0.1 0.118
H 5.203 1.434 -4.649 -0.4 0.0 -0.2 0.075
H 4.322 2.840 -5.204 0.0 0.0 0.0 0.085
H 4.140 1.329 -6.098 0.1 0.0 0.3 0.083
H 1.914 0.646 -5.884 -0.1 0.1 0.3 0.117
H -0.124 0.231 -4.511 0.1 0.2 0.1 0.116
S 2.167 -3.577 1.879 0.1 -0.2 0.0 0.504
C 0.691 -3.955 2.732 0.6 0.1 0.2 -0.809
C 0.736 -4.484 4.031 -0.7 -0.5 0.2 -0.108
C -0.471 -4.827 4.622 0.3 0.2 0.4 -0.079
C -1.686 -4.589 3.969 -0.1 0.1 -0.5 -0.075
C -1.630 -4.003 2.716 0.9 0.1 0.2 -0.152
N -0.463 -3.698 2.122 -0.5 0.2 -0.2 -0.049
H 1.687 -4.672 4.526 -0.2 0.1 -0.1 0.102
H -0.461 -5.226 5.638 -0.1 0.0 -0.3 0.106
H -2.654 -4.858 4.379 0.2 0.0 0.2 0.098
H -2.501 -3.721 2.143 -0.3 -0.2 0.0 0.094
C -1.201 -4.549 -0.878 0.9 -0.1 -0.2 -0.103
C 0.057 -3.799 -1.297 -0.3 -0.2 0.0 -0.517
O 0.545 -4.081 -2.380 0.1 0.2 -0.1 -0.075
H -1.683 -4.993 -1.737 -0.1 -0.3 -0.3 0.071
H -1.887 -3.916 -0.363 -0.5 0.6 0.5 0.037
H -0.867 -5.302 -0.167 -0.1 -0.2 0.1 0.075
C 4.412 -2.760 -4.717 -0.1 -1.0 0.1 -0.155
C 2.929 -2.557 -4.524 0.2 0.2 0.7 -0.162
N 2.642 -2.372 -3.103 -0.5 -0.2 0.0 0.098
C 3.483 -1.836 -2.184 -0.1 -0.2 -0.1 -0.359
N 3.061 -1.703 -0.946 -0.4 -0.4 -0.7 -0.072
C 3.954 -1.092 -0.009 0.9 0.0 0.3 -0.283
C 5.426 -1.385 -0.316 -0.2 -0.5 -0.2 -0.147
C 5.750 -0.939 -1.728 -1.0 -0.6 -0.1 -0.149
N 4.743 -1.509 -2.622 -0.5 -0.2 0.2 -0.030
C 5.110 -1.643 -4.022 0.0 0.6 0.6 -0.160
H 4.698 -2.760 -5.763 -0.1 0.1 -0.3 0.116
H 4.701 -3.756 -4.319 -0.1 0.6 0.0 0.134
H 2.365 -3.405 -4.851 -0.4 -0.6 -0.2 0.117
H 2.581 -1.701 -5.090 0.0 0.3 -0.2 0.095
H 1.825 -2.898 -2.742 0.5 0.3 -0.1 0.077
H 3.722 -1.464 0.987 0.0 0.1 0.1 0.052
H 3.814 -0.014 -0.010 -0.1 0.4 0.1 0.107
H 5.598 -2.478 -0.241 -0.1 0.5 0.0 0.132
H 6.087 -0.884 0.371 0.2 0.2 0.4 0.107
H 6.703 -1.338 -2.052 0.4 0.1 0.0 0.116
H 5.734 0.142 -1.834 0.2 0.3 0.1 0.114
H 6.171 -1.786 -4.015 0.8 -0.1 -0.2 0.113
H 4.898 -0.701 -4.530 0.0 0.0 -0.2 0.098

***

108
Properties=species:S:1:pos:R:3:forces:R:3:lowdin_charge:R:1 method="wB97M-V/def2-TZVPD" mol_weight_g_mol=1018.67 e_above_lowest_ev=5.5482 charge=-2 energy_ha=-4699.90061 homo_lumo_gap_ev=5.19
Pd 0.222 -1.457 0.281 0.2 -2.0 0.3 0.061
N 1.559 0.550 1.237 0.6 0.2 -0.1 -0.523
S 2.752 1.402 0.529 -0.2 0.2 -0.1 0.623
N 3.078 2.787 0.843 0.3 -0.1 -0.1 -0.330
S -0.049 3.044 -1.054 -0.5 0.3 0.2 0.880
N -1.465 2.477 -1.251 0.3 0.3 -0.2 -0.538
S -2.275 1.438 0.372 -0.2 -0.7 0.7 0.956
N -0.922 0.603 0.805 -0.1 0.1 -0.5 -0.607
C -2.949 0.434 -0.954 0.1 0.0 -0.1 -0.387
C -4.024 0.929 -1.675 -0.1 0.1 0.0 -0.095
C -4.578 0.159 -2.689 0.0 0.0 0.1 -0.104
C -4.059 -1.102 -2.965 0.1 0.0 0.0 -0.111
C -2.977 -1.577 -2.233 -0.1 0.0 0.0 -0.081
C -2.412 -0.812 -1.224 0.1 0.1 0.3 -0.086
C -3.400 0.499 1.649 0.3 0.2 0.1 -0.310
C -3.085 -0.723 2.242 -0.1 0.1 0.1 -0.082
C -3.832 -1.199 3.313 0.0 0.1 -0.1 -0.085
C -4.914 -0.469 3.796 0.0 0.0 0.0 -0.120
C -5.252 0.735 3.196 0.1 0.0 -0.1 -0.119
C -4.486 1.214 2.134 0.0 0.1 -0.1 -0.120
C 0.412 3.879 -2.599 0.3 0.0 0.1 -0.356
C 1.623 4.560 -2.682 -0.1 0.0 -0.1 -0.091
C 1.984 5.146 -3.887 0.0 0.0 0.1 -0.103
C 1.156 5.024 -5.000 -0.1 0.0 0.0 -0.118
C -0.031 4.307 -4.909 0.0 0.0 0.0 -0.099
C -0.405 3.728 -3.700 -0.1 0.0 0.0 -0.086
C -0.148 4.626 -0.066 0.0 -0.2 0.2 -0.343
C 0.887 5.008 0.783 0.0 0.1 -0.2 -0.099
C 0.669 6.034 1.697 0.0 0.0 -0.1 -0.095
C -0.560 6.679 1.749 0.0 0.0 0.0 -0.123
C -1.585 6.295 0.889 0.1 0.0 -0.1 -0.108
C -1.383 5.248 -0.002 -0.1 0.1 -0.1 -0.101
C 4.069 0.187 0.880 -0.4 -0.2 0.3 -0.283
C 5.108 0.640 1.671 0.1 0.2 0.0 -0.087
C 6.031 -0.262 2.184 0.0 -0.1 -0.1 -0.103
C 5.912 -1.613 1.887 0.0 0.1 0.0 -0.110
C 4.878 -2.059 1.071 0.0 0.0 0.0 -0.088
C 3.939 -1.164 0.577 0.2 0.1 0.0 -0.075
C 2.505 1.076 -1.260 -0.2 -0.1 0.1 -0.321
C 3.287 1.811 -2.141 0.1 -0.1 0.1 -0.105
C 3.073 1.696 -3.507 0.0 -0.2 0.0 -0.108
C 2.077 0.847 -3.986 0.1 0.1 0.0 -0.100
C 1.289 0.125 -3.099 0.1 0.0 0.0 -0.077
C 1.499 0.240 -1.732 0.0 0.1 0.3 -0.122
H -4.411 1.919 -1.454 0.1 0.0 0.0 0.104
H -5.411 0.543 -3.266 0.0 0.0 0.0 0.089
H -4.490 -1.708 -3.754 0.0 0.0 0.0 0.087
H -2.569 -2.556 -2.448 0.0 0.0 0.0 0.073
H -1.528 -1.163 -0.638 -0.8 0.1 -0.5 0.019
H -2.232 -1.291 1.900 0.2 0.0 -0.1 0.080
H -3.548 -2.131 3.789 0.0 0.0 0.0 0.101
H -5.481 -0.834 4.645 0.0 0.0 0.0 0.086
H -6.095 1.311 3.561 0.0 0.0 0.0 0.085
H -4.728 2.175 1.681 0.0 0.0 0.1 0.092
H 2.272 4.603 -1.812 0.0 0.1 0.0 0.109
H 2.915 5.697 -3.963 0.0 0.0 0.0 0.094
H 1.438 5.488 -5.938 0.0 0.0 0.0 0.085
H -0.666 4.197 -5.781 0.0 0.0 0.0 0.090
H -1.320 3.155 -3.573 0.0 0.0 0.0 0.091
H 1.840 4.486 0.729 -0.1 -0.1 0.2 0.037
H 1.455 6.317 2.390 0.0 0.0 -0.1 0.095
H -0.727 7.470 2.472 0.0 0.0 0.0 0.085
H -2.545 6.799 0.925 0.0 0.0 0.0 0.087
H -2.175 4.872 -0.646 0.0 0.0 0.1 0.094
H 5.154 1.703 1.894 -0.1 -0.1 0.0 0.090
H 6.833 0.088 2.824 0.0 0.0 0.0 0.089
H 6.606 -2.328 2.316 0.0 0.0 -0.1 0.089
H 4.793 -3.115 0.844 -0.1 0.0 0.0 0.094
H 3.097 -1.517 0.000 -0.2 0.0 0.0 0.079
H 4.042 2.481 -1.741 -0.1 0.0 0.0 0.102
H 3.670 2.275 -4.202 0.0 0.0 0.0 0.094
H 1.905 0.769 -5.055 0.0 0.0 0.0 0.092
H 0.494 -0.519 -3.461 0.0 0.0 0.0 0.100
H 0.847 -0.300 -0.998 0.5 0.6 -1.0 0.004
S 0.890 -2.132 2.681 -0.1 0.2 -0.1 0.526
C 0.177 -0.885 3.671 0.0 0.0 0.0 -0.695
C -0.197 -1.235 4.993 -0.1 0.2 -0.1 -0.159
C -0.892 -0.385 5.832 0.0 0.0 -0.1 -0.124
C -1.249 0.893 5.406 0.0 -0.1 0.1 -0.126
C -0.830 1.299 4.154 0.1 0.1 -0.1 -0.136
C -0.112 0.453 3.307 0.1 0.1 0.1 -0.388
S 0.228 1.280 1.745 -0.3 -0.1 0.0 0.878
H 0.065 -2.235 5.319 0.0 0.0 0.0 0.075
H -1.169 -0.720 6.827 0.0 0.0 0.0 0.086
H -1.831 1.552 6.038 0.0 0.0 0.0 0.085
H -1.068 2.300 3.800 0.0 0.0 0.0 0.098
C 1.002 -6.534 -1.679 -0.1 0.1 0.1 -0.224
N 1.497 -6.033 -0.403 0.0 0.0 0.0 -0.158
C 0.501 -6.348 0.625 0.0 0.1 -0.1 -0.204
N -0.834 -5.838 0.334 -0.1 0.1 0.1 -0.157
C -1.254 -6.327 -0.968 0.1 0.0 0.0 -0.220
N -0.319 -6.030 -2.053 0.1 0.1 -0.1 -0.162
C -0.261 -4.578 -2.312 0.2 0.0 0.1 -0.328
P 0.283 -3.502 -0.849 -0.3 0.3 0.9 0.908
C 1.761 -4.580 -0.459 -0.1 -0.1 0.0 -0.329
C -0.847 -4.362 0.381 0.1 -0.3 -0.3 -0.339
H 0.938 -7.625 -1.612 0.0 0.0 0.0 0.112
H 1.714 -6.271 -2.465 0.0 0.0 0.0 0.116
H 0.837 -5.937 1.579 0.0 0.0 0.0 0.125
H 0.438 -7.439 0.704 0.0 0.0 0.0 0.113
H -2.222 -5.886 -1.214 0.0 0.0 0.0 0.119
H -1.365 -7.415 -0.910 0.0 0.0 0.0 0.113
H -1.244 -4.255 -2.658 0.0 0.1 0.0 0.052
H 0.445 -4.406 -3.132 0.0 0.0 -0.1 0.072
H 2.127 -4.255 0.518 0.1 0.0 0.0 0.066
H 2.546 -4.399 -1.198 0.1 0.0 0.0 0.078
H -1.871 -4.012 0.224 0.0 0.0 0.0 0.079
H -0.534 -4.030 1.369 0.0 0.0 0.1 0.009